A molecular structure, C43H70BF3N10SSi4TeTi. Source: OMol25; level of theory: the ωB97M-V functional and the def2-TZVPD basis.

Values from the calculation:
charge: -2
energy above the lowest of the compared OMol25 structures with the same formula, charge and spin: 0.0 kcal per mole
2S+1: 3
Kohn-Sham gap (alpha / beta): 5.45 / 5.71 eV

Each line ends with the Löwdin charge.
Geometry (Å):
Ti: -0.628 -0.489 1.306  0.508
C: 1.987 4.398 2.925  -0.028
C: 0.983 3.649 2.111  -0.273
C: -0.025 4.180 1.345  0.007
C: -0.689 3.085 0.764  -0.231
N: -0.118 1.949 1.186  0.097
N: 0.911 2.307 1.998  0.032
B: 1.818 1.328 2.771  -0.522
N: 2.603 0.360 1.875  0.025
N: 2.067 -0.684 1.174  0.132
C: 3.103 -1.405 0.733  -0.223
C: 4.310 -0.799 1.136  0.002
C: 3.953 0.310 1.850  -0.276
C: 4.866 1.312 2.480  -0.031
C: 3.122 -2.719 -0.032  -0.525
C: 3.647 -3.801 0.924  -0.035
C: 4.098 -2.586 -1.210  -0.052
C: 1.784 -3.152 -0.603  -0.083
N: 1.050 0.613 3.907  0.036
N: -0.026 -0.198 3.726  0.101
C: -0.443 -0.555 4.948  -0.226
C: 0.403 0.020 5.916  0.008
C: 1.337 0.742 5.218  -0.270
C: 2.480 1.524 5.777  -0.026
C: -1.568 -1.498 5.337  -0.521
C: -2.608 -1.745 4.251  -0.048
C: -0.931 -2.831 5.758  -0.030
C: -2.310 -0.921 6.554  -0.060
C: -1.762 3.262 -0.300  -0.516
C: -1.039 3.361 -1.651  -0.064
C: -2.812 2.157 -0.370  -0.071
C: -2.511 4.582 -0.056  -0.065
H: 1.836 5.466 2.767  0.075
H: 3.010 4.149 2.642  0.071
H: 1.881 4.191 3.991  0.067
H: -0.229 5.227 1.213  0.099
H: 2.632 2.008 3.312  0.092
H: 5.313 -1.135 0.934  0.102
H: 5.894 1.048 2.230  0.075
H: 4.772 1.331 3.567  0.062
H: 4.672 2.320 2.113  0.073
H: 4.631 -3.541 1.320  0.077
H: 3.728 -4.755 0.397  0.085
H: 2.972 -3.936 1.769  0.061
H: 5.111 -2.344 -0.882  0.068
H: 3.761 -1.809 -1.896  0.066
H: 4.131 -3.530 -1.760  0.083
H: 0.999 -3.153 0.141  0.033
H: 1.875 -4.167 -1.003  0.090
H: 1.471 -2.489 -1.405  -0.005
H: 0.359 -0.092 6.985  0.102
H: 2.456 1.448 6.864  0.075
H: 2.431 2.579 5.504  0.062
H: 3.439 1.137 5.429  0.071
H: -2.164 -2.015 3.295  0.025
H: -3.237 -0.865 4.115  0.065
H: -3.256 -2.570 4.558  0.096
H: -0.414 -3.295 4.924  0.062
H: -1.701 -3.524 6.105  0.085
H: -0.206 -2.680 6.560  0.082
H: -2.724 0.063 6.321  0.082
H: -1.668 -0.828 7.431  0.066
H: -3.135 -1.586 6.815  0.082
H: -0.620 2.392 -1.928  0.032
H: -0.233 4.097 -1.603  0.083
H: -1.744 3.669 -2.427  0.064
H: -2.368 1.169 -0.469  -0.050
H: -3.430 2.319 -1.258  0.092
H: -3.465 2.181 0.502  0.073
H: -1.867 5.452 -0.192  0.068
H: -2.933 4.609 0.952  0.085
H: -3.330 4.663 -0.773  0.082
F: -6.206 -1.699 1.969  0.119
C: -6.096 -0.406 1.607  -0.592
F: -7.220 0.202 2.085  0.088
F: -6.198 -0.357 0.267  0.124
C: -4.859 0.253 2.131  -0.141
C: -4.970 1.304 3.027  -0.022
C: -3.825 1.923 3.523  -0.072
C: -2.601 1.472 3.066  -0.149
N: -2.484 0.465 2.203  -0.094
C: -3.572 -0.204 1.741  -0.763
S: -3.218 -1.524 0.729  0.605
H: -5.951 1.639 3.336  0.112
H: -3.888 2.740 4.228  0.092
H: -1.673 1.927 3.393  0.112
N: -0.216 -2.620 1.960  0.103
C: 0.081 -3.674 2.337  -0.189
C: 0.436 -4.948 2.783  -0.291
C: -0.315 -6.080 2.391  -0.260
N: -0.910 -7.022 2.083  0.095
C: 1.532 -5.113 3.658  -0.289
N: 2.430 -5.251 4.373  0.105
C: -2.126 2.580 -5.046  -0.215
Si: -1.893 0.715 -5.265  0.324
C: -1.753 0.437 -7.140  -0.226
C: -3.501 -0.095 -4.720  -0.228
Si: -0.077 -0.144 -4.058  -0.057
Te: -0.868 -0.685 -1.783  0.468
Si: 1.744 1.272 -4.466  0.338
C: 1.774 1.767 -6.300  -0.224
C: 1.739 2.891 -3.499  -0.226
C: 3.399 0.451 -4.078  -0.220
Si: 0.402 -2.143 -5.180  0.320
C: 1.149 -1.918 -6.916  -0.227
C: 1.634 -3.253 -4.287  -0.216
C: -1.193 -3.132 -5.385  -0.226
H: -2.936 2.941 -5.687  0.024
H: -1.223 3.144 -5.291  0.014
H: -2.390 2.802 -4.013  -0.005
H: -2.581 0.933 -7.655  0.020
H: -1.797 -0.626 -7.384  0.007
H: -0.820 0.835 -7.546  0.005
H: -4.353 0.338 -5.253  0.023
H: -3.648 0.043 -3.648  0.010
H: -3.487 -1.170 -4.909  0.014
H: 0.879 2.343 -6.549  0.009
H: 1.802 0.895 -6.955  0.003
H: 2.644 2.391 -6.527  0.021
H: 0.825 3.463 -3.668  0.006
H: 2.590 3.511 -3.796  0.025
H: 1.816 2.695 -2.426  0.030
H: 3.532 -0.487 -4.620  0.010
H: 3.464 0.236 -3.010  0.016
H: 4.230 1.114 -4.337  0.023
H: 2.167 -1.527 -6.844  0.013
H: 0.568 -1.245 -7.549  0.000
H: 1.205 -2.889 -7.418  0.021
H: 2.576 -2.736 -4.097  0.010
H: 1.849 -4.135 -4.898  0.027
H: 1.242 -3.592 -3.328  0.011
H: -1.865 -2.657 -6.103  0.005
H: -1.710 -3.201 -4.425  0.024
H: -0.985 -4.147 -5.736  0.022